No. 1
The following is a DFT calculation (ωB97M-V/def2-TZVPD) of an isolated molecule of C4H9N.

XYZ file:
```
14
Properties=species:S:1:pos:R:3
N -1.144 1.580 -0.528
C -0.607 0.278 -0.282
C 0.713 -0.164 -0.925
C 0.875 -1.184 0.244
C -0.087 -0.255 1.070
H -0.598 2.241 -0.006
H -2.057 1.604 -0.006
H -1.362 -0.484 -0.541
H 0.633 -0.604 -1.921
H 1.417 0.619 -1.054
H 1.944 -1.277 0.574
H 0.522 -2.169 0.018
H 0.491 0.490 1.598
H -0.739 -0.674 1.760
```

Output
Energy relative to the best compared isomer or geometry (same formula, charge and spin) = 19.8 kcal/mol
Multiplicity = 1
SMILES = NC1CCC1
HOMO energy = -0.345 hartree

The Löwdin scheme yields these atomic charges, measured in e:
1 N 0.037
2 C -0.445
3 C -0.152
4 C -0.150
5 C -0.137
6 H 0.057
7 H 0.095
8 H 0.143
9 H 0.098
10 H 0.091
11 H 0.106
12 H 0.086
13 H 0.100
14 H 0.070



No. 2
The following is a DFT calculation (ωB97M-V/def2-TZVPD) of a structure of composition C7H20ClCoO5.

XYZ file:
```
34
Properties=species:S:1:pos:R:3
Co 1.348 15.078 23.135
Cl -0.771 15.141 21.672
C -2.711 18.070 19.223
C -1.717 18.018 17.981
O -2.376 17.784 16.701
O -3.176 16.760 19.424
H -3.497 18.808 19.060
H -2.213 18.578 20.049
H -1.089 17.131 17.904
H -1.018 18.854 17.943
H -2.968 17.060 16.918
H -2.519 16.170 19.801
C -3.841 12.613 22.673
C -4.358 13.071 21.336
O -3.309 12.959 20.306
O -2.829 13.272 23.316
H -3.593 11.576 22.449
H -4.692 12.638 23.354
H -4.773 14.073 21.445
H -5.221 12.510 20.977
H -2.766 13.743 20.416
H -2.193 13.711 22.748
C 2.103 10.781 23.161
C 1.182 11.612 22.242
C -0.213 11.601 22.651
O 1.683 12.964 22.232
H 2.018 11.012 24.222
H 3.135 10.946 22.852
H 1.785 9.749 23.010
H 1.156 11.150 21.255
H -0.797 12.277 22.027
H -0.505 11.734 23.693
H -0.528 10.575 22.467
H 2.538 12.792 21.830
```

Output
Energy relative to the best compared isomer or geometry (same formula, charge and spin) = 0.0 kcal/mol
Expectation value of S² = 3.76
Multiplicity = 4
Charge = +1
HOMO energy (alpha / beta) = -0.433 / -0.433 hartree

The Löwdin scheme yields these atomic charges, measured in e:
1 Co 1.113
2 Cl 0.082
3 C -0.226
4 C -0.201
5 O -0.085
6 O -0.077
7 H 0.122
8 H 0.103
9 H 0.103
10 H 0.109
11 H 0.069
12 H 0.017
13 C -0.300
14 C -0.198
15 O -0.076
16 O -0.082
17 H 0.117
18 H 0.129
19 H 0.119
20 H 0.126
21 H 0.003
22 H -0.066
23 C -0.020
24 C -0.467
25 C -0.074
26 O -0.143
27 H 0.091
28 H 0.083
29 H 0.099
30 H 0.160
31 H 0.051
32 H 0.103
33 H 0.113
34 H 0.103



No. 3
The following is a DFT calculation (ωB97M-V/def2-TZVPD) of a cluster of 5 separate species, C24H57BN5O6S2 in total.

XYZ file:
```
95
Properties=species:S:1:pos:R:3
C 1.897 0.146 -1.725
O 1.269 0.005 -0.401
C 0.479 1.187 -0.026
C -0.978 0.867 0.653
C -1.686 -0.527 0.162
C -1.692 -0.770 -1.462
C -2.426 0.441 -2.314
C -1.867 0.567 -3.878
C -0.621 1.641 -3.991
C -0.941 2.912 -5.019
C 0.153 4.100 -4.626
C -0.428 5.186 -3.530
C 0.500 5.351 -2.184
S -0.383 6.286 -0.774
S 1.076 6.792 0.675
B -1.590 5.023 -0.038
N -2.104 5.046 1.395
O -2.079 3.949 -0.951
H 2.722 -0.710 -1.823
H 1.155 -0.046 -2.633
H 2.429 1.180 -1.907
H 1.105 1.789 0.793
H 0.298 1.940 -0.905
H -1.710 1.771 0.440
H -0.807 0.810 1.828
H -2.833 -0.454 0.486
H -1.262 -1.454 0.781
H -0.621 -1.056 -1.874
H -2.363 -1.739 -1.646
H -3.564 0.131 -2.407
H -2.398 1.467 -1.753
H -1.496 -0.516 -4.176
H -2.708 0.872 -4.642
H -0.516 2.133 -2.919
H 0.396 1.144 -4.296
H -0.747 2.554 -6.130
H -2.042 3.267 -4.820
H 0.438 4.697 -5.619
H 1.168 3.609 -4.237
H -1.545 4.895 -3.327
H -0.463 6.243 -4.078
H 1.521 5.913 -2.436
H 0.819 4.289 -1.769
H 0.582 6.623 1.991
H -2.661 5.924 1.591
H -1.327 4.938 2.095
H -2.810 3.446 -0.472
C 1.534 -1.787 4.501
O 1.057 -1.674 5.623
N 2.227 -0.805 3.824
C 2.761 -1.018 2.496
C 2.428 0.480 4.461
H 1.439 -2.722 3.926
H 3.845 -0.879 2.524
H 2.315 -0.288 1.814
H 2.537 -2.027 2.138
H 2.976 0.332 5.396
H 1.453 0.920 4.690
H 2.991 1.151 3.807
C -1.006 -4.297 1.293
O -1.048 -4.158 0.078
N -2.071 -4.649 2.095
C -1.938 -4.793 3.530
C -3.364 -4.884 1.485
H -0.073 -4.143 1.859
H -2.205 -5.816 3.809
H -2.618 -4.089 4.020
H -0.914 -4.587 3.853
H -3.271 -5.694 0.756
H -3.682 -3.976 0.965
H -4.105 -5.154 2.243
C 6.478 0.223 2.891
O 6.321 -0.978 2.710
N 7.246 0.788 3.887
C 7.380 2.222 4.034
C 7.942 -0.079 4.815
H 5.994 0.971 2.242
H 8.437 2.490 3.938
H 7.016 2.511 5.023
H 6.805 2.752 3.270
H 8.624 -0.725 4.256
H 7.210 -0.704 5.335
H 8.507 0.510 5.543
C -4.896 -4.807 -1.581
O -4.976 -3.821 -0.861
N -4.881 -4.792 -2.960
C -4.783 -6.007 -3.741
C -4.965 -3.521 -3.650
H -4.827 -5.824 -1.160
H -3.883 -5.957 -4.360
H -5.666 -6.087 -4.382
H -4.727 -6.887 -3.095
H -4.123 -2.894 -3.345
H -5.897 -3.023 -3.366
H -4.942 -3.668 -4.733
```

Output
Energy relative to the best compared isomer or geometry (same formula, charge and spin) = 148.0 kcal/mol
Multiplicity = 1
Charge = +1
HOMO energy = -0.377 hartree

The Löwdin scheme yields these atomic charges, measured in e:
1 C -0.116
2 O -0.255
3 C -0.216
4 C -0.167
5 C -0.184
6 C -0.186
7 C -0.188
8 C -0.187
9 C -0.216
10 C -0.186
11 C -0.200
12 C -0.222
13 C -0.365
14 S 0.766
15 S 0.492
16 B -0.647
17 N 0.089
18 O 0.003
19 H 0.121
20 H 0.075
21 H 0.100
22 H 0.126
23 H 0.088
24 H 0.083
25 H 0.120
26 H 0.126
27 H 0.114
28 H 0.106
29 H 0.116
30 H 0.115
31 H 0.077
32 H 0.118
33 H 0.110
34 H 0.085
35 H 0.108
36 H 0.127
37 H 0.116
38 H 0.123
39 H 0.123
40 H 0.111
41 H 0.131
42 H 0.134
43 H 0.109
44 H -0.093
45 H 0.107
46 H 0.083
47 H 0.124
48 C -0.328
49 O 0.001
50 N -0.198
51 C -0.043
52 C -0.055
53 H 0.121
54 H 0.067
55 H 0.066
56 H 0.094
57 H 0.093
58 H 0.087
59 H 0.080
60 C -0.337
61 O -0.007
62 N -0.201
63 C -0.060
64 C -0.050
65 H 0.122
66 H 0.091
67 H 0.091
68 H 0.080
69 H 0.086
70 H 0.072
71 H 0.096
72 C -0.334
73 O 0.002
74 N -0.209
75 C -0.068
76 C -0.045
77 H 0.126
78 H 0.091
79 H 0.089
80 H 0.081
81 H 0.096
82 H 0.095
83 H 0.090
84 C -0.314
85 O -0.009
86 N -0.203
87 C -0.062
88 C -0.048
89 H 0.130
90 H 0.091
91 H 0.090
92 H 0.087
93 H 0.078
94 H 0.094
95 H 0.089



No. 4
The following is a DFT calculation (ωB97M-V/def2-TZVPD) of an isolated molecule of C5H10O.

XYZ file:
```
16
Properties=species:S:1:pos:R:3
C 0.813 -0.237 1.675
O 0.429 1.015 1.115
C -0.773 1.100 0.361
C -0.678 0.428 -1.012
C 0.681 -0.142 -1.265
C -0.497 -1.058 -1.026
H 1.825 -0.087 2.070
H 0.129 -0.539 2.478
H 0.892 -1.077 0.969
H -0.941 2.174 0.216
H -1.613 0.702 0.954
H -1.228 0.898 -1.824
H 1.141 -0.155 -2.244
H 1.342 0.176 -0.466
H -0.851 -1.593 -1.902
H -0.671 -1.605 -0.100
```

Output
Energy relative to the best compared isomer or geometry (same formula, charge and spin) = 48.5 kcal/mol
Multiplicity = 1
SMILES = COCC1CC1
HOMO energy = -0.363 hartree

The Löwdin scheme yields these atomic charges, measured in e:
1 C -0.117
2 O -0.215
3 C -0.180
4 C -0.261
5 C -0.118
6 C -0.123
7 H 0.098
8 H 0.093
9 H 0.065
10 H 0.124
11 H 0.126
12 H 0.132
13 H 0.101
14 H 0.083
15 H 0.097
16 H 0.093



No. 5
The following is a DFT calculation (ωB97M-V/def2-TZVPD) of a structure of composition C28H44N4Ti.

XYZ file:
```
77
Properties=species:S:1:pos:R:3
Ti 0.381 1.128 0.624
N 0.368 1.584 2.792
C 0.641 3.044 2.981
C -0.218 3.830 2.016
N -0.103 3.281 0.618
H -0.563 1.379 3.142
H 0.996 1.037 3.366
H 1.698 3.219 2.803
H 0.426 3.359 3.997
H 0.066 4.878 2.040
H -1.263 3.768 2.310
H 0.607 3.803 0.118
H -0.973 3.489 0.132
C 2.956 2.520 0.145
C 2.841 1.777 -1.193
C 1.438 1.828 -1.831
C 3.392 0.364 -1.083
C 4.637 0.102 -1.626
C 5.188 -1.169 -1.543
C 4.438 -2.198 -1.009
C 3.152 -2.000 -0.508
C 2.327 -3.251 -0.202
C 2.857 -4.012 1.017
C 2.287 -4.163 -1.438
C 2.687 -0.673 -0.452
N 1.482 -0.304 0.231
C 0.806 -1.063 1.167
C -0.559 -0.887 1.212
N -1.106 0.064 0.367
C -2.453 -0.080 -0.130
C -3.458 0.826 0.240
C -4.741 0.583 -0.231
C -5.011 -0.504 -1.046
C -3.992 -1.364 -1.419
C -2.690 -1.167 -0.980
C -1.586 -2.120 -1.421
C -1.555 -2.288 -2.944
C -1.733 -3.478 -0.730
C -3.219 2.053 1.108
C -4.043 2.013 2.398
C -3.490 3.341 0.321
H 2.729 3.585 0.060
H 3.966 2.422 0.535
H 2.310 2.065 0.900
H 3.486 2.301 -1.892
H 0.655 1.313 -1.261
H 1.438 1.281 -2.769
H 1.108 2.846 -2.025
H 5.185 0.900 -2.116
H 6.179 -1.361 -1.936
H 4.840 -3.206 -1.021
H 1.294 -2.975 -0.008
H 3.876 -4.365 0.846
H 2.234 -4.885 1.219
H 2.876 -3.390 1.919
H 3.267 -4.608 -1.630
H 1.985 -3.613 -2.333
H 1.581 -4.983 -1.281
H 1.334 -1.708 1.852
H -1.197 -1.415 1.906
H -5.546 1.258 0.041
H -6.020 -0.676 -1.399
H -4.213 -2.207 -2.068
H -0.626 -1.693 -1.134
H -2.430 -2.835 -3.303
H -0.671 -2.859 -3.239
H -1.529 -1.324 -3.454
H -2.699 -3.926 -0.973
H -1.675 -3.396 0.360
H -0.954 -4.165 -1.065
H -2.167 2.044 1.397
H -5.110 2.093 2.181
H -3.785 2.848 3.055
H -3.888 1.079 2.944
H -4.546 3.407 0.053
H -2.935 3.370 -0.625
H -3.259 4.235 0.910
```

Output
Multiplicity = 1
Charge = +2
HOMO energy = -0.516 hartree

The Löwdin scheme yields these atomic charges, measured in e:
1 Ti 1.002
2 N 0.002
3 C -0.180
4 C -0.168
5 N -0.006
6 H 0.117
7 H 0.125
8 H 0.120
9 H 0.138
10 H 0.141
11 H 0.111
12 H 0.088
13 H 0.085
14 C -0.037
15 C -0.323
16 C -0.022
17 C -0.151
18 C -0.011
19 C -0.023
20 C -0.010
21 C -0.105
22 C -0.379
23 C -0.044
24 C -0.048
25 C -0.112
26 N -0.055
27 C -0.145
28 C -0.140
29 N -0.074
30 C -0.127
31 C -0.134
32 C -0.016
33 C -0.023
34 C -0.006
35 C -0.127
36 C -0.371
37 C -0.045
38 C -0.038
39 C -0.396
40 C -0.042
41 C -0.052
42 H 0.098
43 H 0.116
44 H 0.024
45 H 0.145
46 H 0.027
47 H 0.122
48 H 0.101
49 H 0.128
50 H 0.124
51 H 0.125
52 H 0.094
53 H 0.090
54 H 0.092
55 H 0.075
56 H 0.084
57 H 0.087
58 H 0.086
59 H 0.136
60 H 0.154
61 H 0.125
62 H 0.123
63 H 0.127
64 H 0.104
65 H 0.085
66 H 0.080
67 H 0.088
68 H 0.093
69 H 0.077
70 H 0.077
71 H 0.061
72 H 0.090
73 H 0.084
74 H 0.090
75 H 0.095
76 H 0.086
77 H 0.088



No. 6
The following is a DFT calculation (ωB97M-V/def2-TZVPD) of a structure of composition C8H21CdNO4.

XYZ file:
```
35
Properties=species:S:1:pos:R:3
Cd 0.385 -0.802 0.557
C -2.298 -4.627 -0.317
O -1.255 -4.024 0.425
H -2.551 -5.633 0.019
H -3.215 -4.039 -0.284
H -1.954 -4.768 -1.342
C 5.077 1.028 1.548
O 3.714 0.804 1.485
H 5.522 1.151 0.561
H 5.373 1.955 2.040
H 5.717 0.285 2.023
C 1.091 -1.608 -2.535
O 0.520 -0.550 -1.798
C 0.134 0.616 -2.562
C -0.717 1.568 -1.716
N -1.472 0.912 -0.652
C -2.119 1.905 0.151
C -1.529 2.009 1.557
O -0.816 0.792 1.902
C -0.412 0.717 3.272
H 1.385 -2.444 -1.900
H 1.855 -1.264 -3.232
H 0.389 -2.100 -3.209
H -0.607 0.350 -3.316
H 0.951 1.154 -3.043
H -1.356 2.125 -2.401
H -0.044 2.288 -1.252
H -2.268 0.484 -1.102
H -3.132 1.610 0.427
H -2.216 2.934 -0.193
H -2.364 2.099 2.252
H -0.810 2.822 1.658
H 0.232 1.592 3.363
H 0.023 -0.211 3.642
H -1.231 0.871 3.974
```

Output
Energy relative to the best compared isomer or geometry (same formula, charge and spin) = 168.6 kcal/mol
Multiplicity = 1
HOMO energy = -0.232 hartree

The Löwdin scheme yields these atomic charges, measured in e:
1 Cd 1.385
2 C -0.343
3 O -0.406
4 H 0.054
5 H 0.042
6 H 0.039
7 C -0.394
8 O -0.395
9 H 0.039
10 H 0.049
11 H 0.042
12 C -0.112
13 O -0.365
14 C -0.172
15 C -0.204
16 N -0.085
17 C -0.217
18 C -0.171
19 O -0.376
20 C -0.100
21 H 0.086
22 H 0.095
23 H 0.092
24 H 0.123
25 H 0.135
26 H 0.126
27 H 0.127
28 H 0.126
29 H 0.125
30 H 0.129
31 H 0.126
32 H 0.128
33 H 0.098
34 H 0.089
35 H 0.087



no.,E_tot (eV)
1,-5782.953
2,-67958.342
3,-67883.270
4,-7392.662
5,-58813.611
6,-22870.660